Below is C33H44CsF3N2Si as an isolated structure, with properties calculated with ωB97M-V/def2-TZVPD.

Each line ends with the Mulliken charge.
Atoms and positions in Å:
1 Cs -0.020 -0.166 0.644  0.980
2 F 9.244 -4.056 0.068  -0.280
3 C 8.817 -2.931 0.692  0.925
4 F 8.956 -3.153 2.016  -0.280
5 F 9.739 -1.980 0.380  -0.270
6 C 7.433 -2.549 0.305  0.305
7 C 6.552 -2.014 1.240  -0.480
8 C 5.283 -1.620 0.856  -0.791
9 C 4.849 -1.742 -0.476  0.630
10 C 5.761 -2.285 -1.402  -0.646
11 C 7.026 -2.679 -1.020  -0.494
12 C 3.547 -1.339 -0.874  0.262
13 C 2.417 -1.004 -1.248  -1.578
14 H 6.857 -1.911 2.273  0.378
15 H 4.598 -1.212 1.587  0.528
16 H 5.442 -2.390 -2.430  0.415
17 H 7.707 -3.098 -1.752  0.349
18 C -2.040 -0.620 5.387  -1.079
19 Si -0.370 -0.825 4.420  0.100
20 C 0.303 -2.387 5.355  -1.209
21 C 0.657 0.524 5.363  -1.028
22 H -1.883 -0.680 6.475  0.316
23 H -2.763 -1.392 5.106  0.262
24 H -2.503 0.349 5.168  0.146
25 H 0.281 -2.241 6.445  0.311
26 H 1.335 -2.610 5.065  0.248
27 H -0.295 -3.275 5.122  0.277
28 H 0.568 0.407 6.453  0.295
29 H 0.318 1.533 5.103  0.262
30 H 1.719 0.467 5.104  0.271
31 C -3.648 3.342 3.297  -1.741
32 C -2.726 4.079 2.360  0.834
33 C -2.870 5.464 2.169  -1.093
34 C -1.951 6.127 1.368  0.653
35 C -2.030 7.628 1.221  -1.802
36 C -0.935 5.438 0.715  -0.127
37 C -0.786 4.015 0.810  -0.577
38 C -1.724 3.401 1.715  0.130
39 N 0.056 3.202 0.148  -0.018
40 C 1.192 3.733 -0.630  1.594
41 C 2.147 4.572 0.242  -1.817
42 C 0.805 4.529 -1.909  -1.362
43 C 1.983 2.515 -1.115  -1.593
44 H -4.647 3.784 3.296  0.376
45 H -3.270 3.380 4.322  0.393
46 H -3.733 2.289 3.028  0.244
47 H -3.662 6.011 2.672  0.271
48 H -3.031 7.995 1.456  0.397
49 H -1.777 7.942 0.206  0.354
50 H -1.328 8.122 1.899  0.294
51 H -0.261 6.019 0.109  0.296
52 H -1.622 2.327 1.882  0.311
53 H 1.652 5.435 0.679  0.340
54 H 3.006 4.923 -0.341  0.449
55 H 2.522 3.952 1.058  0.380
56 H 0.436 5.531 -1.709  0.317
57 H 0.032 3.995 -2.461  0.081
58 H 1.673 4.623 -2.567  0.473
59 H 2.294 1.896 -0.276  0.236
60 H 2.883 2.811 -1.660  0.457
61 H 1.384 1.883 -1.774  0.235
62 C -3.147 3.988 -1.811  -0.736
63 N -3.193 2.512 -1.895  0.244
64 C -1.949 1.947 -2.483  -1.010
65 C -3.478 1.875 -0.567  -0.072
66 C -4.481 0.761 -0.796  1.392
67 C -5.515 0.619 0.134  -0.601
68 C -6.472 -0.365 -0.057  -0.561
69 C -6.386 -1.166 -1.192  -0.415
70 C -5.365 -0.964 -2.116  -0.701
71 C -4.356 0.006 -1.973  -1.123
72 H -2.941 4.393 -2.801  0.343
73 H -2.361 4.278 -1.116  0.274
74 H -4.105 4.349 -1.444  0.341
75 H -3.969 2.174 -2.497  0.401
76 H -1.131 2.222 -1.819  0.443
77 H -1.807 2.375 -3.476  0.447
78 H -2.102 0.872 -2.549  0.108
79 H -3.855 2.637 0.114  0.108
80 H -2.493 1.593 -0.199  -0.313
81 H -5.563 1.262 1.010  0.328
82 H -7.271 -0.504 0.663  0.367
83 H -7.128 -1.943 -1.357  0.337
84 H -5.362 -1.607 -2.996  0.286

The energy is -54489.6292 eV. As for the charge: -2. As for the relative energy (zero: lowest compared OMol25 entry of this formula, charge and spin): 0.0 kcal/mol. For the LUMO energy, the calculation gives 3.753 eV.

***

Below is C33H44N10O5PrS3 as an isolated structure, with properties calculated with ωB97M-V/def2-TZVPD.

Each line ends with the Löwdin spin population.
Atoms and positions in Å:
1 Pr 12.217 -10.216 18.774  2.015
2 N 11.833 -10.331 16.007  -0.001
3 C 12.164 -11.724 15.576  0.000
4 C 11.451 -12.257 14.324  0.000
5 C 11.737 -13.704 13.920  0.000
6 C 11.046 -14.108 12.681  0.000
7 N 11.619 -13.473 11.470  0.000
8 C 11.643 -14.063 10.291  0.000
9 N 10.818 -15.074 10.063  0.000
10 N 12.460 -13.661 9.303  0.000
11 C 12.089 -12.572 16.820  0.000
12 O 12.590 -13.696 16.771  -0.001
13 O 11.513 -12.142 17.904  -0.001
14 H 10.891 -10.027 15.803  0.000
15 H 12.472 -9.641 15.576  0.000
16 H 13.262 -11.762 15.438  0.000
17 H 11.695 -11.530 13.542  0.000
18 H 10.377 -12.120 14.515  0.000
19 H 11.490 -14.368 14.735  0.000
20 H 12.797 -13.912 13.775  0.000
21 H 9.965 -13.853 12.696  0.000
22 H 11.167 -15.153 12.575  0.000
23 H 12.212 -12.659 11.565  0.000
24 H 10.126 -15.449 10.724  0.000
25 H 10.879 -15.580 9.175  0.000
26 H 13.123 -12.910 9.376  0.000
27 H 12.315 -13.973 8.321  0.000
28 N 13.710 -13.667 19.657  0.000
29 C 13.817 -12.787 20.638  0.000
30 N 13.489 -11.512 20.599  -0.003
31 C 13.664 -10.836 21.792  0.000
32 C 14.295 -11.603 22.733  0.000
33 S 14.460 -13.235 22.219  0.000
34 C 13.135 -9.456 21.954  0.000
35 C 13.404 -8.709 23.050  0.000
36 S 12.578 -7.176 22.998  0.000
37 C 11.909 -7.645 21.456  0.000
38 N 12.304 -8.867 21.023  -0.003
39 N 10.964 -6.924 20.836  0.000
40 H 13.155 -13.459 18.843  0.000
41 H 13.846 -14.615 19.894  0.000
42 H 14.366 -11.306 23.773  0.000
43 H 14.038 -9.005 23.862  0.000
44 H 10.910 -5.917 21.040  0.000
45 H 10.661 -7.220 19.892  0.000
46 C 16.169 -11.976 16.568  0.000
47 C 15.527 -10.966 17.473  0.000
48 O 14.291 -10.895 17.503  -0.001
49 N 16.319 -10.078 18.148  0.000
50 C 15.725 -9.210 19.151  0.000
51 C 14.976 -7.996 18.542  0.000
52 C 15.666 -6.858 18.176  0.000
53 C 15.012 -5.750 17.669  0.000
54 C 13.627 -5.760 17.551  0.000
55 C 12.993 -6.921 17.955  0.000
56 N 13.650 -8.009 18.397  -0.003
57 H 15.805 -12.963 16.926  0.000
58 H 17.238 -11.812 16.573  0.000
59 H 15.767 -11.801 15.545  0.000
60 H 17.287 -10.133 17.943  0.000
61 H 16.457 -8.907 19.958  0.000
62 H 15.025 -9.851 19.724  0.000
63 H 16.744 -6.812 18.272  0.000
64 H 15.616 -4.878 17.458  0.000
65 H 12.976 -4.934 17.256  0.000
66 H 11.932 -7.004 17.856  0.000
67 O 10.353 -8.479 18.543  -0.003
68 S 9.093 -8.313 17.670  0.000
69 C 9.138 -6.604 17.276  0.000
70 C 9.401 -6.297 15.934  0.000
71 C 9.473 -4.959 15.530  0.000
72 C 9.303 -3.973 16.453  0.000
73 C 9.235 -4.280 17.817  0.000
74 C 9.103 -5.567 18.251  0.000
75 C 7.710 -8.356 18.788  0.000
76 C 7.856 -8.660 20.150  0.000
77 C 6.706 -8.826 20.913  0.000
78 C 5.464 -8.667 20.336  0.000
79 C 5.316 -8.410 18.957  0.000
80 C 6.434 -8.240 18.177  0.000
81 H 9.497 -7.028 15.115  0.000
82 H 9.571 -4.678 14.500  0.000
83 H 9.296 -2.939 16.104  0.000
84 H 9.130 -3.475 18.501  0.000
85 H 8.848 -5.770 19.325  0.000
86 H 8.895 -8.675 20.582  0.000
87 H 6.804 -9.017 21.958  0.000
88 H 4.559 -8.859 20.934  0.000
89 H 4.343 -8.386 18.554  0.000
90 H 6.286 -7.957 17.148  0.000
91 C 9.669 -11.195 21.333  0.000
92 O 10.389 -11.325 20.108  -0.001
93 H 9.915 -11.997 22.047  0.000
94 H 8.642 -11.336 21.198  0.000
95 H 9.866 -10.232 21.782  0.000
96 H 10.292 -12.263 19.888  0.000

The energy is -106633.3379 eV. As for the charge: +3. As for the relative energy (zero: lowest compared OMol25 entry of this formula, charge and spin): 1.5 kcal/mol. The expectation value of S² is 2.001. For the LUMO energy, the calculation gives -6.027 eV. The multiplicity is 3.